Arrangement P

C3H12O4S | the ωB97M-V functional and the def2-TZVPD basis

Cartesian coordinates (Å):
O1 -0.487 -1.322 -1.470
C1 -0.570 -0.120 -1.467
C2 -0.066 0.707 -0.314
C3 -0.419 2.175 -0.304
S1 0.220 2.597 1.466
H1 -1.136 0.403 -2.215
H2 1.021 0.627 -0.140
H3 -0.493 0.274 0.576
H4 0.120 2.815 -1.018
H5 -1.567 2.377 -0.291
H6 -0.944 2.371 2.070
H7 -1.095 -3.159 -1.002
H8 -0.226 -3.457 0.299
O2 -1.116 -3.279 0.058
H9 3.083 0.863 0.181
H10 3.132 0.404 -1.292
O3 3.142 0.052 -0.362
H11 -1.412 -1.543 1.240
H12 -0.201 -1.627 1.980
O4 -0.985 -1.158 2.005

Calculated values
HOMO-LUMO gap   9.5 eV
SMILES   O=CCCS.O.O.O

natural (NBO) population analysis, charges in e, atoms 1 to 8: number 1, O, carries -0.559; number 2, C, carries 0.464; number 3, C, carries -0.614; number 4, C, carries -0.458; number 5, S, carries -0.097; number 6, H, carries 0.105; number 7, H, carries 0.259; number 8, H, carries 0.290

***

Arrangement Q

C3H12O4S | the ωB97M-V functional and the def2-TZVPD basis

Cartesian coordinates (Å):
O1 -1.726 1.671 1.730
C1 -1.750 0.534 1.335
C2 -0.565 -0.409 1.442
C3 0.759 0.290 1.635
S1 2.213 -0.837 1.472
H1 -2.703 0.160 0.915
H2 -0.640 -1.186 0.681
H3 -0.683 -0.987 2.372
H4 0.925 1.138 0.961
H5 0.802 0.831 2.581
H6 2.964 -0.067 2.205
H7 -0.739 0.643 -3.017
H8 -0.408 -0.694 -2.389
O2 -0.599 0.225 -2.158
H9 -0.027 1.749 -1.264
H10 -0.265 2.481 0.162
O3 0.109 2.554 -0.726
H11 1.423 -2.291 -2.467
H12 0.363 -3.358 -2.653
O4 0.546 -2.449 -2.816

Calculated values
HOMO-LUMO gap   9.4 eV
SMILES   O=CCCS.O.O.O

natural (NBO) population analysis, charges in e, atoms 1 to 8: number 1, O, carries -0.541; number 2, C, carries 0.458; number 3, C, carries -0.539; number 4, C, carries -0.512; number 5, S, carries -0.057; number 6, H, carries 0.122; number 7, H, carries 0.230; number 8, H, carries 0.245

***

Top of the stability list: arrangement Q, leading by 24.1 kcal/mol.

***

Arrangement P

C7H11N2O2 | the ωB97M-V functional and the def2-TZVPD basis

Cartesian coordinates (Å):
C1 -1.777 1.635 0.023
C2 -2.254 0.226 -0.340
C3 -1.018 -0.571 -0.759
C4 1.421 0.524 -0.908
C5 2.742 0.279 -0.253
C6 0.156 0.203 -0.073
C7 0.353 -0.267 1.395
N1 -0.474 1.576 0.234
N2 3.701 1.135 -0.366
O1 4.851 1.039 0.301
O2 -2.475 2.646 0.107
H1 -2.793 -0.036 0.638
H2 -2.928 0.359 -1.192
H3 -0.894 -1.642 -0.400
H4 -0.718 -0.555 -1.747
H5 1.516 1.505 -1.315
H6 1.472 -0.177 -1.783
H7 3.055 -0.576 0.369
H8 -0.021 2.455 0.194
H9 -0.228 0.137 2.167
H10 1.370 0.087 1.755
H11 0.253 -1.437 1.447

Calculated values
HOMO-LUMO gap   5.7 eV
SMILES   C[C@@]1(C/C=N/[O-])CCC(=O)N1
Charge   -1

natural (NBO) population analysis, charges in e, atoms 1 to 8: number 1, C, carries 0.671; number 2, C, carries -0.518; number 3, C, carries -0.424; number 4, C, carries -0.469; number 5, C, carries -0.205; number 6, C, carries 0.168; number 7, C, carries -0.636; number 8, N, carries -0.613

***

Arrangement Q

C7H11N2O2 | the ωB97M-V functional and the def2-TZVPD basis

Cartesian coordinates (Å):
C1 -0.079 -0.545 -2.117
C2 1.135 -1.476 -1.907
C3 -1.374 -0.919 -1.342
O1 -1.506 -2.110 -0.936
O2 -2.139 0.005 -0.981
H1 0.226 0.475 -1.873
H2 -0.389 -0.624 -3.184
H3 1.086 -2.430 -2.436
H4 1.094 -1.726 -0.834
H5 2.123 -0.975 -2.055
C4 0.364 2.691 1.347
C5 -0.904 0.529 1.216
C6 0.191 1.247 1.574
C7 0.573 -0.796 2.128
N1 -0.602 -0.773 1.419
N2 1.133 0.407 2.181
H6 -1.735 0.936 0.674
H7 -1.010 -1.609 1.019
H8 1.128 3.280 1.805
H9 -0.574 3.197 1.687
H10 0.981 -1.754 2.342
H11 0.279 2.968 0.273

Calculated values
HOMO-LUMO gap   8.3 eV
Charge   -1

natural (NBO) population analysis, charges in e, atoms 1 to 8: number 1, C, carries -0.516; number 2, C, carries -0.610; number 3, C, carries 0.768; number 4, O, carries -0.821; number 5, O, carries -0.785; number 6, H, carries 0.208; number 7, H, carries 0.195; number 8, H, carries 0.199

***

Top of the stability list: arrangement Q, leading by 77.6 kcal/mol.

***

Arrangement P

C24H24N2O5 | the ωB97M-V functional and the def2-TZVPD basis

Cartesian coordinates (Å):
C1 6.684 0.488 -0.177
H1 6.560 -0.314 -0.908
O1 5.825 0.323 0.929
C2 4.478 0.210 0.775
C3 3.802 -0.142 1.940
C4 2.429 -0.285 1.978
C5 1.694 -0.082 0.825
C6 2.351 0.266 -0.348
C7 3.728 0.425 -0.399
O2 4.391 0.791 -1.544
C8 3.652 0.962 -2.728
H2 2.921 1.772 -2.636
H3 4.385 1.225 -3.489
H4 3.140 0.040 -3.022
H5 1.758 0.421 -1.235
C9 0.189 -0.235 0.807
N1 -0.444 0.913 0.191
C10 -1.074 0.595 -0.953
O3 -1.642 1.316 -1.757
C11 -0.940 -0.879 -1.113
C12 -0.241 -1.384 -0.075
C13 0.083 -2.769 0.259
O4 0.692 -3.059 1.267
C14 -0.426 -3.793 -0.721
H6 -1.505 -3.697 -0.819
H7 -0.168 -4.792 -0.382
H8 0.008 -3.610 -1.701
O5 -1.517 -1.456 -2.167
H9 -1.957 -0.740 -2.664
C15 -0.550 2.186 0.852
H10 0.379 2.380 1.394
H11 -0.689 2.944 0.077
C16 -1.763 2.210 1.806
C17 -2.993 1.845 1.042
C18 -3.738 2.677 0.257
N2 -4.686 1.966 -0.420
C19 -4.557 0.645 -0.111
C20 -5.255 -0.462 -0.574
C21 -4.895 -1.698 -0.083
C22 -3.877 -1.831 0.866
C23 -3.185 -0.736 1.332
C24 -3.504 0.526 0.830
H12 -2.414 -0.859 2.078
H13 -3.632 -2.814 1.240
H14 -5.411 -2.582 -0.428
H15 -6.050 -0.356 -1.298
H16 -5.325 2.348 -1.097
H17 -3.657 3.741 0.134
H18 -1.853 3.212 2.227
H19 -1.603 1.503 2.621
H20 -0.162 -0.377 1.834
H21 1.941 -0.571 2.896
H22 4.398 -0.302 2.824
H23 7.691 0.446 0.239
H24 6.533 1.451 -0.670

Calculated values
HOMO-LUMO gap   8.2 eV
SMILES   COc1ccc([C@@H]2C(C(C)=O)=C(O)C(=O)N2CCc2c[nH]c3ccccc23)cc1OC

natural (NBO) population analysis, charges in e, atoms 1 to 8: number 1, C, carries -0.239; number 2, H, carries 0.179; number 3, O, carries -0.497; number 4, C, carries 0.251; number 5, C, carries -0.236; number 6, C, carries -0.196; number 7, C, carries -0.040; number 8, C, carries -0.303

***

Arrangement Q

C24H24N2O5 | the ωB97M-V functional and the def2-TZVPD basis

Cartesian coordinates (Å):
C1 -1.672 0.606 -2.305
H1 -2.712 0.676 -1.978
H2 -1.149 -0.103 -1.665
H3 -1.633 0.261 -3.343
O1 -1.006 1.843 -2.154
C2 -1.562 2.944 -2.712
C3 -2.654 2.944 -3.574
C4 -3.123 4.128 -4.118
C5 -2.518 5.334 -3.820
C6 -1.437 5.356 -2.955
C7 -0.968 4.179 -2.407
O2 0.149 4.232 -1.566
C8 0.046 3.718 -0.341
O3 -0.955 3.282 0.157
C9 1.391 3.762 0.379
N1 1.440 2.740 1.390
C10 1.015 2.989 2.653
O4 0.846 4.106 3.085
C11 0.822 1.746 3.530
C12 1.025 0.448 2.839
C13 2.140 -0.374 2.873
C14 1.870 -1.474 2.065
C15 0.591 -1.303 1.539
N2 0.103 -0.109 2.016
C16 -1.212 0.428 1.781
H4 -1.745 -0.227 1.098
H5 -1.155 1.423 1.335
H6 -1.765 0.497 2.721
C17 -0.068 -2.141 0.557
O5 -0.959 -1.745 -0.188
C18 0.432 -3.536 0.460
C19 0.768 -4.282 1.587
C20 1.190 -5.591 1.452
C21 1.293 -6.185 0.199
C22 0.939 -5.441 -0.921
C23 0.503 -4.138 -0.793
H7 0.220 -3.563 -1.662
H8 1.005 -5.891 -1.902
C24 1.741 -7.607 0.061
H9 2.264 -7.760 -0.880
H10 0.876 -8.271 0.076
H11 2.396 -7.890 0.882
H12 1.443 -6.163 2.333
H13 0.676 -3.844 2.570
H14 2.533 -2.288 1.849
H15 3.039 -0.187 3.426
H16 1.526 1.832 4.360
H17 -0.185 1.823 3.947
H18 1.459 1.784 1.068
H19 1.473 4.729 0.888
H20 2.208 3.651 -0.335
H21 -0.947 6.281 -2.693
H22 -2.885 6.253 -4.248
H23 -3.971 4.100 -4.786
H24 -3.141 2.017 -3.830

Calculated values
HOMO-LUMO gap   8.8 eV
SMILES   COc1ccccc1OC(=O)CNC(=O)Cc1ccc(C(=O)c2ccc(C)cc2)n1C

natural (NBO) population analysis, charges in e, atoms 1 to 8: number 1, C, carries -0.264; number 2, H, carries 0.178; number 3, H, carries 0.233; number 4, H, carries 0.171; number 5, O, carries -0.509; number 6, C, carries 0.352; number 7, C, carries -0.304; number 8, C, carries -0.195

***

Top of the stability list: arrangement Q, leading by 13.7 kcal/mol.